71
Properties=species:S:1:pos:R:3:lowdin_charge:R:1 method="wB97M-V/def2-TZVPD" homo_energy_ha=-0.30591 e_above_lowest_kcal_mol=0.0 gap_ha=0.28603 total_energy_ha=-3823.6256
Zn -0.116 -0.481 5.997 0.6363
C -1.127 1.819 5.367 -0.1117
C -1.390 0.777 4.520 -0.1774
C -0.958 0.752 3.066 -0.1900
C 0.328 -0.068 2.828 -0.1810
C 1.351 0.081 3.924 -0.1750
C 1.679 1.236 4.541 -0.1248
C 1.098 2.585 4.283 -0.1739
C -0.188 2.939 5.104 -0.1564
C 1.419 -1.275 6.936 -0.2580
H -1.738 1.930 6.266 0.1137
H -2.237 0.107 4.740 0.1147
H -0.837 1.768 2.659 0.1040
H -1.773 0.292 2.478 0.1117
H 0.039 -1.131 2.756 0.1164
H 0.776 0.190 1.849 0.1132
H 1.967 -0.808 4.112 0.1073
H 2.451 1.210 5.320 0.1155
H 0.895 2.743 3.212 0.1095
H 1.863 3.327 4.578 0.1190
H 0.132 3.368 6.068 0.1199
H -0.716 3.762 4.588 0.1341
H 1.297 -0.992 7.992 -0.0190
H 2.407 -0.954 6.581 -0.0334
H 1.319 -2.366 6.843 -0.0252
P 1.313 -1.159 -2.598 1.0429
P -1.644 -0.643 -2.224 1.0198
N 2.757 -0.207 -2.444 -0.2923
N 2.142 -2.410 -3.565 -0.2607
N -1.962 1.056 -1.920 -0.2646
N -3.329 -1.000 -2.570 -0.2806
C 0.493 -0.194 -3.973 -0.3757
C -1.024 -0.481 -3.972 -0.3921
C 3.128 0.437 -1.254 -0.1481
C 4.151 1.327 -1.535 -0.0974
C 4.436 1.229 -2.942 -0.0817
C 3.572 0.279 -3.474 -0.1323
C 2.314 -3.714 -3.075 -0.1485
C 2.725 -4.535 -4.118 -0.0957
C 2.826 -3.712 -5.292 -0.0859
C 2.492 -2.418 -4.915 -0.1639
C -1.810 1.658 -0.664 -0.1365
C -1.905 3.036 -0.817 -0.0896
C -2.128 3.294 -2.210 -0.0815
C -2.183 2.070 -2.852 -0.1681
C -4.266 -0.294 -3.337 -0.1303
C -5.345 -1.127 -3.599 -0.0871
C -5.071 -2.391 -2.971 -0.1017
C -3.845 -2.286 -2.343 -0.1603
H 0.913 -0.433 -4.962 0.0642
H 0.693 0.879 -3.794 0.0927
H -1.546 0.296 -4.550 0.0630
H -1.247 -1.441 -4.475 0.0944
H 2.615 0.191 -0.335 0.0839
H 4.644 1.979 -0.829 0.0886
H 5.176 1.784 -3.495 0.0901
H 3.460 -0.078 -4.484 0.0832
H 2.121 -3.924 -2.034 0.0930
H 2.922 -5.595 -4.059 0.0886
H 3.089 -4.033 -6.290 0.0913
H 2.476 -1.506 -5.498 0.0828
H -1.653 1.043 0.211 0.0754
H -1.823 3.777 -0.035 0.0880
H -2.226 4.254 -2.698 0.0947
H -2.361 1.850 -3.896 0.0897
H -4.092 0.732 -3.623 0.0836
H -6.221 -0.866 -4.175 0.0912
H -5.706 -3.268 -2.991 0.0904
H -3.268 -2.991 -1.762 0.0928
N -2.237 -0.698 8.370 -0.0511
C -1.508 -0.576 7.459 -0.3480